No. 1
ORCA calculation (ωB97M-V/def2-TZVPD) on a 17-piece molecular cluster, C19H10Cl64FOP2 overall.

Each line ends with the Mulliken charge.
Positions of all 97 atoms, in Å:
C -2.797 -3.499 0.323  -0.057
C -3.717 -2.304 0.619  0.261
F -2.988 -1.169 0.961  -0.140
P -4.971 -2.609 1.943  -0.066
P -6.402 -4.073 1.062  0.569
C -7.868 -2.975 0.951  -1.033
O -6.729 -5.062 2.330  -0.545
H -1.931 -3.477 1.015  0.067
H -2.405 -3.411 -0.711  -0.099
H -3.321 -4.466 0.432  0.228
H -4.296 -2.075 -0.294  0.129
H -4.371 -3.078 3.121  0.205
H -5.544 -1.357 2.219  0.149
H -8.364 -3.201 -0.012  0.333
H -8.573 -3.148 1.782  0.320
H -7.553 -1.910 0.925  0.349
H -6.465 -5.961 2.089  0.366
C 0.449 -0.556 -0.213  -0.240
Cl -0.528 0.749 0.471  0.131
Cl 0.386 -1.985 0.837  0.024
Cl -0.207 -1.001 -1.797  -0.019
Cl 2.115 -0.017 -0.357  0.081
C -2.032 3.838 -1.174  0.090
Cl -2.751 5.296 -1.855  -0.100
Cl -1.780 4.075 0.566  0.052
Cl -3.094 2.446 -1.465  -0.032
Cl -0.482 3.522 -1.953  -0.035
C 4.393 1.893 2.999  0.188
Cl 4.713 2.143 4.719  -0.091
Cl 5.836 1.238 2.220  0.001
Cl 3.048 0.763 2.796  -0.030
Cl 3.977 3.434 2.241  -0.051
C -1.318 -6.550 3.863  0.207
Cl -2.948 -6.166 3.257  -0.059
Cl -0.946 -8.208 3.409  -0.062
Cl -0.137 -5.444 3.151  -0.023
Cl -1.306 -6.384 5.616  -0.081
C 0.306 -6.168 -1.115  0.089
Cl -0.116 -4.478 -1.454  0.074
Cl -0.910 -6.955 -0.089  -0.015
Cl 0.422 -7.038 -2.648  -0.048
Cl 1.856 -6.200 -0.260  -0.104
C 7.430 -0.338 -1.376  0.203
Cl 5.744 0.185 -1.483  0.063
Cl 7.989 -0.826 -2.978  -0.085
Cl 8.428 0.991 -0.774  -0.050
Cl 7.551 -1.706 -0.261  -0.101
C 7.336 3.842 -3.962  0.179
Cl 6.721 2.526 -4.969  -0.081
Cl 6.738 5.389 -4.571  0.023
Cl 6.781 3.610 -2.301  0.020
Cl 9.104 3.834 -3.999  -0.110
C -4.758 2.969 3.646  0.194
Cl -4.376 3.040 5.361  -0.026
Cl -3.512 2.050 2.791  0.068
Cl -6.333 2.154 3.440  -0.132
Cl -4.884 4.597 2.988  -0.059
C 6.885 9.252 -5.484  0.334
Cl 5.528 8.870 -4.414  -0.094
Cl 6.987 10.999 -5.710  -0.104
Cl 8.382 8.654 -4.763  -0.077
Cl 6.632 8.464 -7.047  -0.081
C 3.345 3.470 -7.549  0.269
Cl 1.821 4.224 -8.037  -0.106
Cl 4.555 4.719 -7.252  -0.017
Cl 3.085 2.534 -6.069  -0.059
Cl 3.908 2.393 -8.832  -0.097
C -3.842 -0.975 -3.909  0.229
Cl -4.795 0.387 -4.488  -0.083
Cl -3.531 -0.772 -2.169  0.046
Cl -4.729 -2.486 -4.155  -0.080
Cl -2.303 -1.043 -4.764  -0.092
C -1.160 6.109 4.790  0.102
Cl -2.603 5.982 5.801  0.040
Cl -0.747 7.808 4.557  -0.089
Cl 0.186 5.267 5.562  -0.094
Cl -1.490 5.366 3.212  0.010
C 7.713 6.200 2.278  0.266
Cl 6.677 7.622 2.108  -0.105
Cl 9.136 6.617 3.237  -0.100
Cl 6.807 4.909 3.077  -0.008
Cl 8.219 5.646 0.675  -0.059
C -4.108 -7.176 -3.043  0.228
Cl -5.156 -7.488 -4.425  -0.083
Cl -5.023 -6.263 -1.819  -0.066
Cl -3.556 -8.700 -2.351  -0.072
Cl -2.728 -6.203 -3.541  -0.029
C -5.977 5.800 8.246  0.316
Cl -6.498 7.154 9.247  -0.085
Cl -7.038 4.412 8.522  -0.091
Cl -6.052 6.262 6.540  -0.059
Cl -4.316 5.357 8.669  -0.090
C 3.038 -10.834 -1.753  0.290
Cl 1.533 -11.749 -1.589  -0.103
Cl 3.456 -10.692 -3.464  -0.098
Cl 2.813 -9.217 -1.070  -0.006
Cl 4.334 -11.668 -0.893  -0.094

Cartesian forces (eV/Å) of the 3 atoms listed first:
0.2 0.2 0.2
0.3 -0.3 -0.3
-0.4 -0.5 -0.1

Its energy above the lowest of the compared OMol25 structures with the same formula, charge and spin is 0.0000 eV. Its frontier orbital gap is 8.72 eV. The calculation puts the calculated total energy at -844631.531 eV. As for the net charge: +1. As for the maximum force: 0.0149 Eh/bohr.



No. 2
ORCA calculation (ωB97M-V/def2-TZVPD) on a 14-piece molecular cluster, C36H82N10O11 overall.

Each line ends with the Mulliken charge.
Positions of all 139 atoms, in Å:
N 1.205 -1.280 4.262  0.154
H 1.279 -1.680 3.281  -0.093
H 0.608 -0.403 4.308  -0.051
H 2.155 -1.091 4.580  0.410
H 0.805 -1.923 4.939  0.456
C 1.033 0.495 -2.083  -0.667
N 0.485 0.264 -0.716  1.346
C -0.794 1.049 -0.607  -0.400
C 0.151 -1.173 -0.585  -0.278
C 1.550 0.587 0.281  -0.525
C 1.094 0.577 1.713  -0.085
O 0.246 1.690 1.966  0.534
H 1.907 -0.148 -2.137  -0.259
H 1.249 1.543 -2.261  0.128
H 0.252 0.179 -2.772  0.242
H -1.252 0.810 0.338  0.269
H -1.442 0.779 -1.438  0.217
H -0.492 2.087 -0.729  -0.093
H -0.572 -1.452 -1.347  -0.006
H -0.367 -1.352 0.355  0.648
H 1.055 -1.778 -0.595  -0.836
H 1.946 1.583 0.079  0.437
H 2.356 -0.123 0.100  0.292
H 1.946 0.663 2.393  0.396
H 0.564 -0.357 1.930  -0.332
H -0.073 1.575 2.889  -0.410
C 2.887 -3.394 0.424  -1.032
C 2.261 -2.373 1.348  0.837
O 1.197 -2.713 1.958  -0.728
O 2.827 -1.273 1.525  -0.593
H 3.029 -2.967 -0.571  -0.715
H 2.327 -4.322 0.363  0.347
H 3.898 -3.625 0.769  0.402
C -2.298 -0.521 4.997  -0.861
C -1.564 0.815 5.202  -0.624
O -0.366 0.900 4.536  -0.711
H -3.150 -0.668 5.665  0.406
H -1.680 -1.425 5.007  0.134
H -2.679 -0.477 3.968  0.088
H -1.482 1.043 6.281  0.296
H -2.260 1.588 4.817  0.263
C -3.500 -5.458 1.916  -0.041
O -3.497 -5.251 0.709  -0.548
N -2.868 -4.779 2.879  0.338
C -2.968 -5.177 4.274  -0.876
C -2.069 -3.610 2.587  -0.442
H -4.151 -6.283 2.251  0.281
H -3.541 -4.418 4.815  0.299
H -1.960 -5.199 4.689  0.282
H -3.456 -6.142 4.374  0.305
H -2.005 -3.419 1.521  -0.124
H -2.367 -2.726 3.148  0.172
H -1.028 -3.806 2.876  0.338
C -0.834 4.429 3.836  -0.022
O -0.393 5.263 4.607  -0.640
N -1.539 4.733 2.717  0.259
C -2.099 3.690 1.896  -0.571
C -1.607 6.096 2.234  -1.103
H -0.756 3.348 4.037  0.366
H -1.575 3.655 0.931  0.255
H -3.164 3.790 1.669  0.370
H -1.964 2.687 2.295  -0.014
H -0.742 6.671 2.558  0.344
H -1.684 6.097 1.147  0.380
H -2.489 6.590 2.657  0.305
C -2.101 -2.242 -3.877  0.077
O -1.035 -1.766 -3.534  -0.547
N -2.641 -3.372 -3.377  0.172
C -3.832 -3.946 -3.942  -0.877
C -1.976 -4.078 -2.292  -0.500
H -2.717 -1.821 -4.688  0.247
H -4.641 -3.992 -3.208  0.311
H -3.634 -4.966 -4.274  0.363
H -4.213 -3.372 -4.785  0.274
H -1.654 -5.069 -2.608  0.457
H -1.165 -3.494 -1.874  -0.085
H -2.677 -4.187 -1.458  0.239
C 1.764 -1.193 -5.382  0.124
O 2.737 -1.924 -5.282  -0.617
N 1.845 0.122 -5.674  0.180
C 0.685 0.999 -5.521  -0.771
C 3.120 0.767 -5.800  -0.926
H 0.732 -1.537 -5.233  0.267
H -0.174 0.539 -5.035  0.028
H 0.360 1.318 -6.512  0.320
H 1.046 1.809 -4.888  0.421
H 3.840 0.114 -6.296  0.356
H 3.074 1.691 -6.373  0.416
H 3.578 0.991 -4.827  0.208
C 4.553 3.221 4.325  0.139
O 5.019 2.578 5.250  -0.639
N 3.232 3.397 4.109  0.194
C 2.736 4.095 2.944  -0.795
C 2.224 2.928 5.041  -0.991
H 5.150 3.767 3.573  0.366
H 3.529 4.622 2.416  0.373
H 1.975 4.810 3.273  0.329
H 2.260 3.421 2.228  0.025
H 1.561 2.239 4.513  0.393
H 2.692 2.367 5.846  0.318
H 1.674 3.759 5.480  0.324
C -4.492 0.610 -4.740  -0.975
C -5.020 0.590 -3.325  0.892
O -4.280 0.694 -2.377  -0.410
C -6.525 0.567 -3.139  -1.213
H -4.861 1.513 -5.227  0.438
H -4.819 -0.258 -5.318  0.304
H -3.404 0.587 -4.711  0.003
H -7.054 1.079 -3.938  0.407
H -6.744 0.991 -2.163  0.323
H -6.801 -0.493 -3.142  0.266
C 4.318 -2.588 -2.394  -0.149
C 4.674 -1.168 -2.720  1.075
O 4.207 -0.244 -2.085  -0.532
C 5.640 -0.923 -3.844  -1.490
H 3.482 -2.648 -1.700  -0.036
H 5.171 -3.120 -1.969  0.433
H 4.021 -3.091 -3.318  0.351
H 5.164 -1.242 -4.778  0.229
H 6.608 -1.393 -3.695  0.454
H 5.734 0.156 -3.979  0.334
C 1.898 5.317 -1.141  -0.720
C 1.020 4.511 -1.982  0.599
N 0.315 3.921 -2.677  -0.535
H 1.450 5.447 -0.160  0.120
H 1.984 6.301 -1.607  0.397
H 2.896 4.886 -1.126  0.217
C -4.885 -2.323 -0.762  -0.248
C -3.825 -1.511 -0.196  0.380
N -2.969 -0.890 0.231  -0.269
H -4.404 -2.967 -1.488  -0.451
H -5.599 -1.708 -1.312  0.133
H -5.461 -2.842 -0.002  0.412
C 4.797 0.763 1.455  -0.506
C 4.402 2.019 0.826  0.601
N 4.108 3.006 0.320  -0.535
H 4.846 -0.013 0.695  0.012
H 4.118 0.495 2.262  0.012
H 5.779 0.884 1.915  0.585

Cartesian forces (eV/Å) of the 3 atoms listed first:
0.8 -0.2 0.3
-0.5 -0.5 0.1
-0.7 1.0 0.3

Its frontier orbital gap is 7.63 eV. The calculation puts the calculated total energy at -76083.880 eV. As for the maximum force: 0.0311 Eh/bohr.



No. 3
ORCA calculation (ωB97M-V/def2-TZVPD) on C26H35N9S2V as an isolated structure.

Each line ends with the Mulliken charge.
Positions of all 73 atoms, in Å:
V 0.742 1.379 -0.874  0.653
C 0.630 4.509 -1.178  -1.107
C 0.054 4.468 0.219  -0.694
N 0.572 3.295 0.934  0.026
C -0.212 2.904 2.083  -1.761
C -1.344 1.978 1.690  0.891
C -2.330 1.619 2.597  -1.267
C -3.347 0.784 2.175  -0.596
C -3.369 0.370 0.858  -1.010
C -2.338 0.767 0.018  0.620
C -2.336 0.361 -1.444  -1.546
N -1.144 0.795 -2.175  -0.071
C -1.332 1.933 -3.109  -1.126
C -1.097 3.256 -2.415  -0.646
N 0.281 3.272 -1.892  -0.103
N -1.339 1.538 0.436  0.891
H 1.713 4.524 -1.098  0.411
H 0.300 5.404 -1.710  0.418
H -1.035 4.383 0.182  0.382
H 0.278 5.407 0.731  0.400
H 1.551 3.408 1.162  0.470
H -0.644 3.757 2.617  0.520
H 0.428 2.391 2.798  0.491
H -2.289 1.989 3.615  0.522
H -4.125 0.472 2.862  0.440
H -4.168 -0.255 0.478  0.557
H -3.243 0.762 -1.904  0.442
H -2.424 -0.724 -1.500  0.428
H -0.742 0.016 -2.680  0.399
H -2.329 1.927 -3.558  0.456
H -0.602 1.816 -3.904  0.497
H -1.795 3.357 -1.582  0.260
H -1.292 4.080 -3.105  0.547
H 0.923 3.143 -2.672  0.382
C 4.467 0.154 -3.681  -1.704
C 3.556 0.695 -2.581  0.687
S 1.805 0.667 -2.884  -0.549
C 4.029 1.269 -1.460  0.444
C 5.506 1.419 -1.186  -1.468
S 2.954 1.962 -0.235  -0.437
H 3.877 -0.342 -4.448  0.385
H 5.188 -0.574 -3.292  0.357
H 5.043 0.948 -4.173  0.327
H 6.121 0.905 -1.930  0.379
H 5.761 1.027 -0.198  0.276
H 5.787 2.477 -1.188  0.254
C 0.583 -2.371 -1.334  -1.445
C 0.786 -1.721 -0.008  0.995
N 0.893 -0.427 0.243  0.417
C 1.138 -0.326 1.614  -0.777
C 1.180 -1.546 2.185  -1.114
N 0.984 -2.435 1.139  0.199
C 1.051 -3.869 1.271  -1.066
N 0.042 -4.366 2.187  0.736
N 0.432 -5.096 3.257  -0.703
N -0.603 -5.509 3.880  -0.534
C -1.726 -5.070 3.187  0.002
C -3.081 -5.279 3.441  -0.719
C -3.978 -4.745 2.547  -0.630
C -3.543 -3.996 1.429  -0.606
C -2.213 -3.755 1.187  -0.213
C -1.313 -4.334 2.093  1.269
H 0.734 -1.614 -2.103  -0.006
H -0.413 -2.822 -1.430  0.174
H 1.325 -3.154 -1.508  0.579
H 1.340 0.630 2.064  0.644
H 1.362 -1.874 3.200  0.496
H 2.003 -4.171 1.686  0.328
H 0.936 -4.318 0.295  0.495
H -3.403 -5.859 4.300  0.418
H -5.041 -4.901 2.696  0.372
H -4.285 -3.601 0.745  0.417
H -1.884 -3.164 0.340  0.146

Cartesian forces (eV/Å) of the 3 atoms listed first:
-1.1 1.0 -0.2
0.0 -0.4 0.0
0.0 -0.3 0.2

Its energy above the lowest of the compared OMol25 structures with the same formula, charge and spin is 0.0000 eV. Its frontier orbital gap (spin up / spin down) is 5.32 / 4.77 eV. The calculation puts the calculated total energy at -88299.739 eV. The spin multiplicity is 2. As for the maximum force: 0.0289 Eh/bohr.



No. 4
ORCA calculation (ωB97M-V/def2-TZVPD) on one molecule with the formula C6H6O2.

Each line ends with the Mulliken charge.
Positions of all 14 atoms, in Å:
C 0.153 -1.142 -1.616  -0.206
C -1.051 -0.678 -1.599  0.158
C -0.319 0.537 0.595  0.059
C 0.907 -0.146 0.452  0.706
C -0.989 1.321 1.421  -0.787
C 1.844 -0.191 1.395  -0.848
O 1.058 -0.932 -0.634  -0.286
O -2.152 -0.561 -2.166  -0.420
H 0.747 -1.556 -2.524  0.295
H -0.405 1.940 2.159  0.233
H -1.973 1.771 1.158  0.231
H 2.723 -0.923 1.124  0.201
H 1.921 0.235 2.437  0.286
H -2.466 0.326 -2.202  0.377

Cartesian forces (eV/Å) of the 3 atoms listed first:
1.4 -0.2 -2.4
3.2 1.5 4.1
-2.5 -0.5 -1.4

Its energy above the lowest of the compared OMol25 structures with the same formula, charge and spin is 6.5910 eV. Its frontier orbital gap (spin up / spin down) is 8.37 / 8.21 eV. The calculation puts the calculated total energy at -10406.818 eV. As for the maximum force: 0.1047 Eh/bohr.